Density functional theory data (ωB97M-V/def2-TZVPD) for a molecular structure, BCuH22O9 at a distorted geometry.

```
33
Properties=species:S:1:pos:R:3:forces:R:3
Cu -1.0098 0.4767 -1.2594 -1.1 3.2 -7.5
B -0.0423 0.0831 0.1681 2.7 -0.3 1.5
H 0.4214 0.3228 -0.7763 1.5 -3.4 -2.6
H 0.7194 -0.4583 0.7075 -4.3 3.8 0.4
H -0.2325 1.0412 0.6267 -0.6 2.2 1.7
H -0.9442 -0.4536 -0.0821 0.2 -3.6 3.4
O -0.1792 -2.1013 1.1441 -2.9 -3.8 -0.6
H -0.4029 -1.1890 0.9602 -0.7 -3.2 0.7
H 0.6801 -2.0579 1.5634 -0.6 -1.1 0.7
O -0.8634 2.0023 -0.9461 -1.4 14.7 1.5
H -0.3039 2.6022 -0.4527 0.4 -0.1 0.3
H -1.5605 2.5572 -1.2959 -0.5 0.8 -0.3
O 0.0105 0.8632 -2.6151 3.8 1.6 -6.7
H 0.4952 1.6847 -2.6956 0.6 0.6 0.3
H 0.0820 0.4567 -3.4787 -0.1 -0.3 -0.5
O 1.9797 -1.5034 0.8698 6.5 -3.8 -4.7
H 1.3687 -0.8167 0.6029 4.7 -1.6 -2.4
H 2.1406 -2.0053 0.0707 0.2 -0.5 -0.2
O -0.2857 -0.1072 2.4058 -2.1 1.6 3.6
H -0.0891 -0.0413 1.4713 -0.2 1.2 4.0
H -1.1963 -0.4005 2.4394 -0.3 -0.2 0.6
O -1.0298 -0.9531 -1.8818 -0.7 -13.5 -6.7
H -1.6107 -1.5956 -2.2891 -0.8 -0.3 -0.1
H -0.1657 -1.3644 -1.9014 0.5 -0.7 0.2
O -2.3568 0.3524 -0.3904 -12.5 -0.1 5.2
H -3.1985 0.8064 -0.3496 -0.8 0.4 -0.1
H -2.4435 -0.3702 0.2313 -0.3 -0.5 0.6
O 1.5678 1.6860 -0.4711 3.5 3.9 -0.7
H 1.1767 2.3175 0.1325 1.1 0.1 0.7
H 0.9670 0.9408 -0.4612 2.4 1.7 0.9
O 1.8208 -0.9673 2.9188 0.3 0.9 3.7
H 2.7592 -0.8510 3.0676 0.3 -0.1 0.0
H 1.7259 -0.9574 1.9663 1.1 0.6 3.2
```
Positions in Å, forces in eV/Å.

As for the energy above the lowest of the compared OMol25 structures with the same formula, charge and spin: 538.48 kcal per mole. As for the total charge: +1. The spin multiplicity is 2. The value obtained for the lowest unoccupied orbital energy (spin up / spin down) is -4.421 / -4.515 eV. For the HOMO energy (spin up / spin down), the calculation gives -11.64 / -11.64 eV. For the frontier orbital gap (spin up / spin down), the calculation gives 7.22 / 7.13 eV. Its expectation value of S² is 0.75.